Below is a 2-piece molecular cluster, C10H16O overall in a non-equilibrium geometry, with properties calculated with ωB97M-V with the def2-TZVPD basis set.

The SMILES is Cc1ccc(O)cc1.CCC. As for the LUMO energy: 0.88 eV. As for the energy: -465.83325 hartree. As for the relative energy (zero: lowest compared OMol25 entry of this formula, charge and spin): 169.48 kJ/mol. The HOMO energy comes out at -0.309 Ha. The value obtained for the orbital gap is 9.28 eV.

Each line ends with the Mulliken charge.
Element x y z (Å)
C: -0.750 1.962 -1.420  -1.453
C: -1.435 1.139 -0.314  1.027
C: -2.485 1.618 0.459  -0.775
C: -3.134 0.707 1.279  -0.271
C: -2.692 -0.604 1.415  0.320
O: -3.404 -1.600 2.020  -0.513
C: -1.550 -0.991 0.746  -0.343
C: -0.972 -0.191 -0.233  -0.913
H: -1.545 2.559 -1.894  0.450
H: -0.403 1.309 -2.214  0.370
H: -0.032 2.667 -0.983  0.263
H: -2.783 2.657 0.365  0.396
H: -4.094 0.997 1.717  0.284
H: -3.987 -1.279 2.708  0.309
H: -1.215 -2.014 0.936  0.373
H: -0.137 -0.367 -0.868  0.546
C: 3.305 -0.487 0.785  -1.391
C: 2.231 -1.065 -0.161  0.401
C: 2.651 -0.975 -1.655  -1.272
H: 3.862 0.348 0.359  0.313
H: 4.050 -1.193 1.117  0.351
H: 2.774 -0.144 1.691  0.358
H: 2.032 -2.001 0.354  0.310
H: 1.385 -0.415 -0.080  -0.207
H: 3.656 -1.339 -1.837  0.410
H: 1.831 -1.342 -2.276  0.339
H: 2.838 0.043 -2.017  0.319